No. 1
ORCA calculation (wB97M-V/def2-TZVPD) on a molecular structure, C18H31ClO5STi.

Geometry as XYZ:
```
57
Properties=species:S:1:pos:R:3:forces:R:3
H -2.612 -1.410 -3.504 2.28 0.30 0.21
C 1.594 4.365 -0.899 -0.52 0.26 -0.74
C -0.016 4.443 -1.208 -0.56 -0.99 -0.58
C 0.561 -2.865 -2.296 0.38 -0.74 -0.11
H -0.970 -1.715 -1.013 -0.12 -0.96 -2.08
H 3.786 4.201 -0.485 0.28 2.49 -0.48
H -2.360 3.445 -2.947 0.07 -0.96 2.30
O -1.768 -2.958 3.006 2.15 0.43 1.59
C -1.078 0.292 -2.840 -0.11 -1.01 -0.32
C -0.435 2.936 -1.799 1.25 1.09 0.88
H 0.015 2.169 -1.004 -1.14 1.16 -1.47
H 0.228 2.783 -2.773 -1.89 0.02 1.88
C -0.546 -0.360 4.048 0.80 0.92 1.26
H 0.291 -4.910 -1.097 1.37 2.00 -0.18
H -0.685 4.590 -0.252 1.36 0.15 -1.49
C 0.227 -1.546 3.159 -1.59 1.25 1.42
H 1.984 -3.857 0.931 -1.62 1.73 -1.00
H 2.709 0.706 6.491 -3.18 -0.20 -1.09
H 4.057 5.486 -1.849 -0.77 0.12 2.19
H 2.104 3.982 -1.909 -1.17 0.40 2.16
C 0.536 0.159 5.209 7.31 2.55 4.40
H -0.192 -4.557 1.744 -0.22 2.40 -0.70
H -1.110 -3.693 0.343 1.61 0.45 2.02
H -0.823 0.574 3.381 0.75 -1.77 1.10
S -0.894 -3.540 4.355 0.14 -4.30 4.51
H -0.325 5.212 -2.035 0.77 -1.19 1.79
Cl 1.702 -0.600 2.527 -1.36 -1.83 0.16
C 1.129 -3.265 0.372 -0.29 -1.33 -1.03
C -0.792 -2.275 2.102 0.09 -1.55 -0.41
C 1.015 -3.976 -1.137 0.59 0.31 0.39
H -1.438 -1.555 1.442 1.34 -1.03 1.42
O -0.398 -5.035 4.312 -2.24 6.63 -0.75
H 1.400 -2.024 -2.327 -1.92 -1.54 0.16
C 1.626 0.592 6.007 -7.01 -3.78 -6.33
C -1.470 -1.271 -3.288 1.20 0.12 1.05
Ti -2.690 2.037 0.049 0.69 -3.04 1.75
C 3.695 5.364 -0.740 0.50 -1.69 0.45
H 2.104 -4.393 -1.363 -2.44 0.97 0.10
O 2.231 5.660 -0.595 0.55 -2.60 -0.55
H -0.598 0.797 -3.788 -0.86 -0.70 2.13
C -2.046 2.761 -2.049 2.55 -0.99 -1.38
H 1.725 3.586 -0.012 0.02 1.53 -1.79
O -1.644 -3.180 5.661 2.83 -0.60 -5.76
H -0.305 0.153 -1.943 -1.65 0.71 -2.08
H -1.542 -0.729 4.537 2.09 0.44 -0.74
O 0.544 -2.601 4.135 -2.08 0.29 -1.67
H -0.776 -1.506 -4.212 -1.83 0.42 1.67
C -0.957 -2.276 -2.064 0.01 -0.29 0.09
C -0.274 -3.527 1.179 0.39 0.35 -1.50
H 4.355 5.915 0.054 -1.61 -0.66 -1.77
C -2.393 1.196 -2.440 0.30 0.21 -0.98
H -2.995 0.650 -1.567 0.49 0.27 -1.02
H -3.116 1.255 -3.386 1.17 -0.38 2.42
H -2.655 3.031 -1.067 -0.04 3.56 -4.15
H 0.604 -3.396 -3.352 -0.20 1.07 2.11
H 1.384 -2.142 0.165 -0.40 -2.11 0.80
H -1.702 -3.176 -1.970 1.48 1.66 -0.22
```
Forces are in eV/Å.

Its total charge is +2. For the calculated total energy, the calculation gives -2787.1021 Ha. For the orbital gap, the calculation gives 2.795 eV. The highest occupied orbital energy is -13.70 eV.

***

No. 2
ORCA calculation (wB97M-V/def2-TZVPD) on a molecular structure, C24H32CsN6O4S4.

Geometry as XYZ:
```
71
Properties=species:S:1:pos:R:3:forces:R:3
C 3.261 -3.686 -3.839 0.04 -0.08 0.06
H -0.717 -1.574 3.910 0.02 0.00 0.01
C -1.683 1.119 -3.706 0.00 0.05 0.05
H 2.944 0.075 -1.091 0.00 -0.01 0.01
O 2.552 -7.605 -6.489 0.00 0.00 -0.01
C -0.695 5.881 4.765 0.00 -0.01 0.04
O 0.862 -6.903 -4.868 0.03 -0.03 0.01
H -0.577 -1.821 -2.042 0.00 0.00 0.01
C 0.678 -1.013 2.375 0.00 0.05 -0.07
H -3.837 2.365 -5.963 0.00 0.00 0.00
H 1.002 -2.060 2.282 0.01 0.00 0.00
H -3.546 -1.292 0.814 -0.01 0.00 -0.01
H -4.105 3.992 -4.116 0.00 0.01 0.02
H 0.621 -3.542 -3.395 0.01 0.00 0.01
N 4.433 -5.685 -5.265 -0.05 -0.04 0.00
H -1.576 -2.013 2.063 0.00 0.01 0.01
C -2.371 1.192 -4.897 -0.01 0.01 -0.01
H 0.285 -0.618 0.427 -0.03 0.08 -0.04
H 4.266 -1.516 -2.418 0.00 0.00 -0.01
H 5.131 -2.616 -4.107 0.00 0.00 0.00
H 1.241 6.626 4.010 0.01 -0.02 -0.01
C -1.107 4.422 4.959 -0.01 -0.01 -0.01
H -2.787 -1.106 3.540 0.00 0.01 0.00
H -0.368 6.289 5.724 0.00 0.02 0.00
C 1.157 -2.740 -2.904 -0.02 0.03 -0.01
H 0.152 2.580 5.021 -0.04 0.02 0.05
H -1.323 -2.137 0.349 0.00 -0.04 -0.01
H -1.792 0.089 5.486 0.04 0.00 0.02
C 3.180 -5.748 -4.804 -0.01 0.04 0.02
C 2.448 -0.732 -1.621 -0.02 -0.02 -0.01
H -0.519 0.968 3.014 0.05 -0.02 -0.01
Cs -0.478 2.446 0.062 -0.02 -0.02 -0.19
C 0.503 -1.789 -2.140 0.03 0.01 0.01
C 0.205 3.667 5.120 0.00 -0.04 -0.07
C -3.420 3.160 -4.028 0.02 -0.04 -0.01
C 2.540 -2.663 -3.031 -0.03 0.00 -0.04
S 1.223 4.218 3.731 -0.03 0.04 0.01
H 1.572 -0.388 2.292 0.01 -0.02 0.02
H 6.118 -4.523 -5.378 -0.01 0.01 -0.02
C 3.190 -1.624 -2.375 0.03 -0.01 0.02
N 1.124 -0.798 -1.491 -0.01 0.02 0.00
O 0.627 3.561 2.523 0.10 0.02 0.01
S -3.105 0.734 2.036 0.07 0.07 0.07
H -2.624 -0.096 -0.080 0.00 -0.03 -0.01
H 0.722 3.942 6.043 0.02 0.00 -0.01
C 0.066 -0.822 3.756 -0.12 0.02 0.04
C -2.699 -0.609 0.883 0.03 0.01 -0.02
H -3.878 0.090 4.199 0.00 0.01 0.01
N -1.821 1.988 -2.697 0.02 -0.03 0.05
C 5.100 -4.575 -5.003 0.04 0.01 0.03
H 0.151 6.033 2.743 0.01 0.00 0.00
N -0.465 0.528 3.930 -0.23 0.05 0.06
H -1.632 4.053 4.076 0.00 -0.01 0.01
S -2.886 4.164 -1.537 0.00 0.01 0.04
H -1.515 6.503 4.407 -0.01 -0.02 -0.01
H -0.966 0.319 -3.538 -0.02 0.02 -0.01
H -2.216 0.456 -5.674 0.00 0.00 0.01
H -2.042 1.634 4.694 -0.04 0.01 0.00
C -2.930 -0.033 3.673 -0.08 -0.04 -0.05
C -1.431 -1.413 1.164 0.03 0.02 0.02
C -3.266 2.254 -5.048 0.01 0.01 0.03
N -0.228 -0.597 1.305 0.01 -0.12 0.07
O 2.819 -8.175 -4.122 -0.02 0.01 0.01
N 2.577 -4.796 -4.101 -0.01 0.04 0.00
C 4.561 -3.517 -4.285 0.01 0.04 -0.03
C -2.682 3.022 -2.825 -0.02 -0.05 -0.07
H -1.761 4.291 5.822 0.00 -0.01 0.00
H 0.830 -1.025 4.512 0.04 -0.03 -0.02
C 0.474 5.889 3.774 0.00 0.02 0.00
S 2.239 -7.282 -5.112 0.00 0.01 -0.03
C -1.803 0.583 4.509 0.18 -0.02 -0.03
```
Forces are in eV/Å.

Its total charge is -1. For the calculated total energy, the calculation gives -3176.2146 Ha. For the orbital gap, the calculation gives 5.808 eV. The value obtained for the energy above the lowest of the compared OMol25 structures with the same formula, charge and spin is 0.00 kcal/mol. The highest occupied orbital energy is -4.66 eV.

***

No. 3
ORCA calculation (wB97M-V/def2-TZVPD) on 2 unconnected molecules or ions with the total composition C5H15N3.

Geometry as XYZ:
```
23
Properties=species:S:1:pos:R:3:forces:R:3
H -2.565 1.355 1.319 -0.07 -0.11 0.06
C 1.733 0.738 -0.385 -2.83 0.38 1.28
N -1.193 0.290 0.123 -0.90 -1.24 0.22
C -0.812 -1.100 0.170 -1.76 0.84 0.02
C -0.738 -1.767 -1.169 0.24 -0.06 -0.04
H -0.894 1.936 1.383 -0.09 0.11 -0.15
H 3.148 0.297 1.214 -0.25 -0.23 0.12
C -1.521 1.039 1.326 0.37 0.30 -0.17
H -1.741 -1.891 -1.574 -0.02 0.08 -0.04
H -2.788 0.898 -0.966 0.08 -0.05 0.14
H -1.308 0.513 2.254 -0.14 -0.29 -0.17
H -0.159 -1.182 -1.879 -0.02 0.05 -0.05
H 1.610 0.542 -1.450 0.08 0.19 -0.11
H 1.790 1.815 -0.198 0.31 0.13 -0.47
H -1.353 1.636 -1.328 -0.14 -0.17 0.00
H -0.291 -2.748 -1.044 0.03 0.00 0.09
C 2.969 0.050 0.167 -0.17 -0.03 0.18
N -1.788 0.748 -1.080 0.63 0.09 0.36
H 3.870 0.407 -0.336 -0.08 -0.13 -0.26
H 2.892 -1.031 0.043 0.17 0.02 0.16
H -0.788 -1.296 2.101 -0.08 0.15 -0.14
N -0.665 -1.788 1.222 0.59 -0.14 0.05
H 0.591 0.537 0.085 4.03 0.10 -1.08
```
Forces are in eV/Å.

For the calculated total energy, the calculation gives -363.6935 Ha. For the orbital gap, the calculation gives 9.507 eV. The value obtained for the energy above the lowest of the compared OMol25 structures with the same formula, charge and spin is 58.74 kcal/mol. The highest occupied orbital energy is -8.73 eV.

***

No. 4
ORCA calculation (wB97M-V/def2-TZVPD) on a molecular structure, C21H37CuGe2N4.

Geometry as XYZ:
```
65
Properties=species:S:1:pos:R:3:forces:R:3
H 14.272 11.495 11.946 1.68 0.99 -0.25
H 11.592 4.791 11.472 -0.10 -0.21 0.75
C 12.812 10.577 6.601 -1.46 1.67 -0.85
H 8.757 7.594 7.256 0.54 -0.01 -0.25
C 13.462 10.877 12.128 -1.59 -0.43 0.16
Ge 12.136 6.441 9.712 0.72 0.14 -0.26
H 6.452 6.638 6.693 0.40 0.17 -0.05
H 6.642 8.361 7.094 0.13 -0.43 0.09
H 12.874 10.960 10.083 -0.07 -0.41 0.16
H 4.827 7.304 11.542 0.92 0.32 -0.58
H 12.582 7.261 7.354 0.21 -0.35 -0.23
H 11.443 5.874 7.248 0.58 0.53 0.58
C 12.372 6.265 7.749 -0.76 -0.61 -0.17
N 8.290 7.066 11.775 -0.84 -0.78 -0.58
H 6.671 6.838 13.102 -0.30 0.16 0.20
C 11.398 4.761 10.420 1.00 0.14 -0.56
Cu 8.543 8.053 9.960 -1.43 0.15 -0.49
C 5.861 7.140 11.109 0.03 -0.17 1.07
C 5.677 9.274 9.909 -0.76 -1.91 -0.41
H 13.129 5.509 7.493 0.09 0.52 0.12
H 4.720 9.347 9.310 0.91 -0.01 0.68
N 6.182 7.822 9.857 -0.49 1.12 -0.12
H 10.356 4.764 10.221 -1.10 -0.33 -0.06
H 13.812 10.829 6.242 -0.22 -0.20 0.28
H 11.700 9.583 14.665 -0.07 0.24 -0.01
H 10.216 8.861 12.870 1.01 0.43 -0.47
C 11.959 9.888 13.655 -1.91 -1.87 0.50
C 12.641 10.549 11.066 -0.31 -0.54 0.13
H 7.868 10.295 11.139 0.18 0.54 -0.02
H 5.670 6.035 8.750 0.11 -0.02 0.63
Ge 10.733 8.507 9.847 2.76 1.39 -0.18
C 12.581 9.913 7.787 0.62 -1.16 -0.05
H 8.337 6.164 7.955 0.45 0.33 0.02
H 13.738 6.448 11.743 -0.04 0.59 0.01
H 11.785 11.696 4.972 0.36 0.02 -0.37
C 11.681 11.076 5.840 1.30 -1.42 0.74
H 8.983 7.045 12.514 -0.08 0.36 0.13
C 11.543 9.682 11.280 -0.90 -0.57 0.21
H 6.143 11.311 9.702 0.46 -0.76 -0.34
C 13.134 10.495 13.426 0.67 0.53 -1.20
H 8.199 6.097 11.493 0.34 -0.26 -0.10
H 14.455 7.541 10.439 -0.23 0.03 0.33
H 4.726 7.443 8.371 0.24 -0.02 -0.34
N 7.948 10.206 10.136 -0.64 -1.13 -1.01
C 13.880 6.646 10.679 -0.11 -1.03 -0.73
H 14.479 5.775 10.347 -0.17 0.38 -0.07
C 11.268 9.627 8.224 -0.03 -1.02 0.68
C 6.640 10.330 9.446 -0.03 1.41 0.07
C 6.748 7.335 7.487 -0.20 0.89 0.16
C 10.221 9.972 7.403 0.63 0.38 -0.30
H 13.461 9.456 8.292 -0.75 0.55 -0.10
C 5.744 7.116 8.625 0.45 0.34 0.36
H 9.212 9.815 7.730 -0.52 -0.38 -0.05
H 6.740 10.336 8.335 0.34 -0.16 0.86
H 5.428 9.396 10.962 -0.07 0.47 -0.01
C 6.922 7.442 12.233 0.09 -0.93 -0.49
H 8.691 10.754 9.720 -0.11 0.26 0.38
H 9.533 10.737 5.587 0.45 0.57 -0.20
H 13.779 10.658 14.236 0.88 0.51 0.90
H 5.851 6.064 10.898 0.35 0.03 0.17
H 11.876 3.858 9.993 -0.25 0.60 0.12
N 8.174 7.173 7.957 -1.70 -0.66 -0.03
H 7.019 8.473 12.525 -0.59 0.56 0.11
C 10.438 10.619 6.185 -1.19 0.20 0.33
C 11.150 9.423 12.604 0.12 0.26 0.00
```
Forces are in eV/Å.

Its total charge is +1. For the calculated total energy, the calculation gives -6835.4773 Ha. For the orbital gap (alpha / beta), the calculation gives 7.527 / 7.058 eV. As for the spin multiplicity: 2. The expectation value of S² is 0.754. The highest occupied orbital energy (alpha / beta) is -9.78 / -10.69 eV.